ORCA calculation (wB97M-V/def2-TZVPD) on a molecular structure, C43H45BInN3P2S at a distorted geometry.

Atoms and positions in Å:
In  1.542  -0.540  -0.383
C  4.162  -0.944  3.547
C  2.677  -0.917  3.859
C  2.476  -0.811  5.360
C  1.957  -2.183  3.318
C  0.760  -2.664  3.840
C  0.050  -3.742  3.320
C  0.553  -4.434  2.250
C  -0.189  -5.602  1.699
C  1.763  -3.958  1.712
C  2.420  -2.840  2.183
H  4.695  -0.099  3.996
H  4.397  -0.876  2.488
H  4.545  -1.897  3.938
H  2.226  -0.017  3.443
H  2.648  -1.757  5.837
H  1.424  -0.538  5.623
H  3.102  0.006  5.747
H  0.392  -2.279  4.775
H  -0.888  -4.056  3.714
H  0.044  -6.553  2.221
H  0.057  -5.780  0.610
H  -1.238  -5.381  1.783
H  2.196  -4.598  0.920
H  3.307  -2.527  1.673
N  -1.339  1.809  0.408
P  -1.943  0.288  0.997
C  -2.522  0.922  2.652
C  -3.804  0.518  3.133
C  -4.454  1.288  4.077
C  -3.749  2.258  4.804
C  -2.402  2.551  4.467
C  -1.824  1.920  3.395
C  -3.495  0.190  0.128
C  -3.852  -0.988  -0.534
C  -5.062  -1.103  -1.237
C  -5.889  0.021  -1.238
C  -5.517  1.232  -0.672
C  -4.320  1.335  0.011
P  0.120  2.033  -0.455
C  0.415  3.747  -0.009
C  1.612  4.004  0.658
C  1.683  5.228  1.316
C  0.647  6.153  1.196
C  -0.429  5.929  0.378
C  -0.562  4.702  -0.236
C  -0.205  1.846  -2.234
C  0.840  2.136  -3.088
C  0.595  2.271  -4.521
C  -0.628  2.042  -5.068
C  -1.728  1.572  -4.262
C  -1.537  1.488  -2.762
H  -1.659  2.640  0.863
H  -4.275  -0.392  2.762
H  -5.498  1.107  4.198
H  -4.269  2.786  5.615
H  -1.897  3.327  5.021
H  -0.914  2.258  2.978
H  -3.101  -1.829  -0.519
H  -5.295  -1.996  -1.851
H  -6.829  -0.023  -1.785
H  -6.160  2.068  -0.709
H  -4.041  2.273  0.492
H  2.430  3.257  0.556
H  2.554  5.466  1.913
H  0.835  7.106  1.644
H  -1.169  6.709  0.137
H  -1.448  4.452  -0.835
H  1.885  2.354  -2.718
H  1.375  2.660  -5.142
H  -0.848  2.196  -6.132
H  -2.762  1.729  -4.570
H  -2.486  1.674  -2.225
B  6.297  -0.340  -1.383
C  4.804  -0.271  -1.116
N  3.667  -0.373  -0.874
H  6.891  -0.822  -0.446
H  6.637  0.861  -1.436
H  6.479  -0.864  -2.462
S  -0.985  -3.675  -3.468
C  -0.237  -3.131  -2.025
N  0.868  -2.375  -2.149
C  1.257  -2.276  -3.483
C  2.526  -1.780  -3.990
C  2.888  -2.203  -5.268
C  1.972  -2.918  -6.045
C  0.714  -3.221  -5.653
C  0.359  -2.902  -4.345
H  -0.577  -3.555  -1.073
H  3.253  -1.186  -3.426
H  3.860  -1.956  -5.675
H  2.174  -3.174  -7.118
H  0.023  -3.741  -6.338
C  -1.617  0.251  -3.555
H  -2.648  -0.153  -3.496
H  -0.760  -0.424  -3.643

Its lowest unoccupied orbital energy is -0.005 eV. The value obtained for the energy above the lowest of the compared OMol25 structures with the same formula, charge and spin is 19.4 kcal/mol. The net charge is 0.

For each atom in turn, the Löwdin charge in e is: In 0.62; C -0.08; C -0.38; C -0.09; C -0.19; C -0.03; C -0.05; C -0.30; C -0.06; C -0.05; C -0.10; H 0.08; H 0.06; H 0.10; H 0.13; H 0.08; H 0.08; H 0.08; H 0.10; H 0.10; H 0.09; H 0.09; H 0.06; H 0.12; H 0.09; N -0.39; P 0.95; C -0.32; C -0.10; C -0.09; C -0.07; C -0.09; C -0.11; C -0.43; C -0.11; C -0.08; C -0.09; C -0.08; C -0.09; P 0.80; C -0.39; C -0.09; C -0.07; C -0.09; C -0.09; C -0.10; C -0.35; C -0.09; C -0.08; C -0.05; C -0.23; C -0.24; H 0.03; H 0.11; H 0.09; H 0.10; H 0.10; H 0.08; H 0.10; H 0.11; H 0.10; H 0.09; H 0.11; H 0.12; H 0.10; H 0.10; H 0.12; H 0.12; H 0.12; H 0.09; H 0.11; H 0.14; H 0.13; B -0.43; C -0.24; N -0.03; H 0.01; H 0.02; H 0.01; S 1.05; C -0.47; N -0.08; C -0.31; C 0.02; C -0.07; C -0.11; C -0.12; C -0.46; H 0.08; H 0.10; H 0.11; H 0.12; H 0.12; C -0.07; H 0.12; H 0.11

ORCA calculation (wB97M-V/def2-TZVPD) on a single C22H20N2O3S2 molecule at a distorted geometry.

Atoms and positions in Å:
O  -5.255  -4.752  3.443
O  0.017  -0.832  -3.250
O  -7.576  -3.527  3.801
S  0.745  1.546  2.364
S  6.029  5.166  -0.645
C  -5.422  -3.829  2.660
C  0.030  -0.516  -2.058
C  -0.761  1.901  1.534
C  1.444  0.930  0.856
C  -0.734  1.655  0.178
C  0.581  1.110  -0.233
C  0.919  0.576  -1.555
C  2.063  0.932  -2.247
C  5.356  2.658  -1.624
C  3.575  4.161  -0.994
C  -3.108  -3.964  1.585
C  -4.824  -2.763  0.487
C  4.413  1.692  -1.970
C  2.625  3.182  -1.332
C  -2.174  -3.613  0.562
C  -3.935  -2.391  -0.506
C  4.931  3.882  -1.107
C  -4.445  -3.516  1.588
C  3.052  1.946  -1.821
C  -2.597  -2.789  -0.481
N  -6.594  -3.113  2.853
N  -0.802  -1.188  -1.208
C  6.947  4.341  0.679
C  -1.622  -2.361  -1.584
H  -7.249  -4.353  4.260
H  -1.614  2.319  2.055
H  2.436  0.485  0.769
H  -1.512  1.933  -0.526
H  2.226  0.354  -3.147
H  6.440  2.488  -1.668
H  3.279  5.136  -0.628
H  -2.741  -4.619  2.399
H  -5.859  -2.448  0.356
H  4.761  0.733  -2.436
H  1.533  3.360  -1.266
H  -1.151  -4.054  0.605
H  -4.271  -1.778  -1.331
H  -6.776  -2.290  2.291
H  -0.721  -0.949  -0.224
H  7.549  5.079  1.231
H  6.270  3.800  1.380
H  7.650  3.600  0.224
H  -0.962  -3.193  -1.820
H  -2.168  -2.128  -2.500

Its lowest unoccupied orbital energy is 0.006 eV. The value obtained for the energy above the lowest of the compared OMol25 structures with the same formula, charge and spin is 0.5 kcal/mol. Its structure (SMILES) is CSc1ccc(/C=C(/C(=O)NCc2ccc(C(=O)NO)cc2)c2ccsc2)cc1. The net charge is 0.

For each atom in turn, the Löwdin charge in e is: O 0.05; O 0.04; O -0.02; S 0.95; S 0.86; C -0.42; C -0.44; C -0.41; C -0.33; C -0.12; C -0.33; C -0.11; C 0.06; C -0.09; C -0.09; C 0.01; C -0.04; C -0.03; C -0.01; C -0.01; C -0.03; C -0.59; C -0.14; C -0.23; C -0.20; N 0.02; N 0.09; C -0.41; C -0.11; H 0.12; H 0.06; H 0.09; H 0.11; H 0.12; H 0.11; H 0.10; H 0.13; H 0.11; H 0.13; H 0.13; H 0.13; H 0.12; H 0.13; H 0.13; H 0.03; H 0.05; H 0.04; H 0.12; H 0.12

ORCA calculation (wB97M-V/def2-TZVPD) on 4 unconnected molecules or ions with the total composition C25H35IO5 at a distorted geometry.

Atoms and positions in Å:
C  -3.146  -0.983  0.735
C  -1.857  -0.671  1.536
C  -2.040  0.737  2.225
I  -2.262  0.666  4.368
C  -0.837  1.581  1.843
C  0.394  1.358  2.281
C  1.545  2.206  1.824
O  2.485  2.483  2.544
C  1.417  2.690  0.399
C  2.483  2.887  -0.417
C  2.323  3.313  -1.721
C  1.041  3.510  -2.161
C  -0.049  3.336  -1.352
C  0.131  2.934  -0.060
C  -1.017  2.746  0.898
O  -1.982  3.485  0.933
H  -4.029  -0.609  1.261
H  -3.050  -0.536  -0.257
H  -3.291  -2.063  0.582
H  -1.616  -1.457  2.252
H  -1.055  -0.645  0.796
H  -2.912  1.188  1.755
H  0.575  0.522  2.954
H  3.501  2.729  -0.072
H  3.181  3.482  -2.349
H  0.915  3.816  -3.195
H  -1.062  3.496  -1.703
C  -0.200  -5.638  3.909
C  1.199  -5.146  3.567
C  0.938  -4.299  2.331
O  -0.382  -3.758  2.471
C  -1.049  -4.430  3.548
H  -0.317  -5.945  4.947
H  -0.463  -6.485  3.270
H  1.582  -4.520  4.376
H  1.916  -5.947  3.389
H  0.962  -4.906  1.420
H  1.653  -3.482  2.223
H  -1.119  -3.730  4.387
H  -2.058  -4.704  3.239
C  -3.864  -6.063  -1.734
C  -5.231  -5.410  -1.872
C  -5.080  -4.182  -0.988
O  -3.700  -3.804  -1.042
C  -2.947  -4.852  -1.662
H  -3.613  -6.737  -2.552
H  -3.814  -6.628  -0.800
H  -5.395  -5.107  -2.909
H  -6.059  -6.051  -1.571
H  -5.330  -4.410  0.055
H  -5.699  -3.346  -1.317
H  -2.655  -4.515  -2.662
H  -2.043  -5.040  -1.082
C  5.869  6.869  -3.240
C  4.750  7.679  -2.597
C  3.517  6.893  -3.015
O  3.923  5.524  -3.128
C  5.353  5.448  -3.084
H  6.843  7.020  -2.777
H  5.951  7.124  -4.300
H  4.856  7.660  -1.510
H  4.719  8.719  -2.918
H  3.150  7.220  -3.994
H  2.702  6.971  -2.295
H  5.641  5.027  -2.114
H  5.707  4.780  -3.871

Its lowest unoccupied orbital energy is -0.545 eV. The value obtained for the energy above the lowest of the compared OMol25 structures with the same formula, charge and spin is 0.0 kcal/mol. Its structure (SMILES) is CC[C@@H](I)C1=CC(=O)c2ccccc2C1=O.C1CCOC1.C1CCOC1.C1CCOC1. The net charge is 0.

For each atom in turn, the Löwdin charge in e is: C -0.09; C -0.26; C -0.67; I 0.83; C -0.23; C 0.03; C -0.30; O 0.11; C -0.10; C -0.01; C -0.05; C -0.07; C -0.01; C -0.10; C -0.26; O 0.13; H 0.07; H 0.08; H 0.06; H 0.07; H 0.11; H 0.07; H 0.12; H 0.13; H 0.10; H 0.12; H 0.13; C -0.17; C -0.17; C -0.20; O -0.16; C -0.20; H 0.11; H 0.11; H 0.11; H 0.11; H 0.12; H 0.12; H 0.12; H 0.12; C -0.17; C -0.17; C -0.20; O -0.16; C -0.20; H 0.11; H 0.11; H 0.11; H 0.11; H 0.12; H 0.12; H 0.12; H 0.12; C -0.17; C -0.17; C -0.20; O -0.17; C -0.20; H 0.11; H 0.11; H 0.12; H 0.11; H 0.12; H 0.12; H 0.12; H 0.12

ORCA calculation (wB97M-V/def2-TZVPD) on a single C4H9NOS2 molecule.

Atoms and positions in Å:
C  1.223  -1.599  1.352
C  -0.275  -0.778  -0.887
C  -1.193  0.981  1.166
C  0.486  0.523  -1.200
H  1.753  -0.652  1.336
H  1.890  -2.381  1.775
H  0.326  -1.515  1.989
H  -0.676  -1.164  -1.817
H  -0.972  1.849  0.556
H  -0.324  0.710  1.737
H  -2.014  1.180  1.839
H  0.321  2.196  -2.314
H  -0.992  1.059  -2.552
N  -0.067  1.259  -2.197
O  1.486  0.856  -0.598
S  0.781  -2.128  -0.309
S  -1.753  -0.394  0.124

Its lowest unoccupied orbital energy is 0.622 eV. The value obtained for the energy above the lowest of the compared OMol25 structures with the same formula, charge and spin is 0.4 kcal/mol. Its structure (SMILES) is CSC(SC)C(N)=O. The net charge is 0.

For each atom in turn, the Löwdin charge in e is: C -0.42; C -0.84; C -0.38; C -0.65; H 0.02; H 0.04; H 0.03; H 0.05; H 0.03; H 0.02; H 0.03; H 0.12; H 0.10; N 0.16; O 0.04; S 0.82; S 0.81

Number 1: frontier orbital gap 6.61 eV. Number 2: frontier orbital gap 8.33 eV. Number 3: frontier orbital gap 8.59 eV. Number 4: frontier orbital gap 9.16 eV.